204
Properties=species:S:1:pos:R:3 method="wB97M-V/def2-TZVPD" max_force_ev_per_a=3.385 e_tot_ev=-94358.132 total_charge=0 spin_multiplicity=1 orbital_gap_ev=9.24 homo_ha=-0.315
O -0.094 1.128 -0.495
O 6.008 -1.527 -2.985
O -1.408 -3.034 1.893
O 2.956 -3.337 4.061
O -2.820 -0.239 5.199
O 2.655 2.165 -3.628
O 1.998 -6.470 -1.527
O -2.696 5.154 -0.836
O 1.415 5.207 -0.162
O -3.657 -3.815 -4.254
O -6.633 1.017 -0.599
O 4.712 0.406 3.537
N 0.016 2.982 -4.489
N 3.147 -3.806 -3.928
N -7.730 4.305 0.504
N 0.111 -3.379 -0.926
N -0.154 -2.910 -5.047
N -5.187 0.956 2.600
N 5.359 -0.605 0.035
N 3.899 -1.197 6.875
N -0.605 6.673 -3.508
N 0.466 5.139 3.353
N 2.180 -0.691 -0.152
N -4.967 -2.559 1.123
C -1.312 -2.980 -4.211
C 4.368 -3.077 -4.227
C -2.387 -3.672 -4.983
C 0.677 1.100 0.649
C 5.318 0.424 2.286
C 2.323 5.831 -1.065
C 0.566 1.600 -4.681
C -5.859 0.499 -1.656
C 4.798 -2.313 -2.984
C 7.228 -2.312 -3.050
C -3.833 0.637 3.211
C -3.547 -2.676 0.782
C 3.696 -2.570 4.944
C 1.412 -0.680 2.218
C 5.163 1.529 4.378
C 0.843 -5.651 -1.514
C 1.766 -4.409 0.561
C 1.153 -0.341 0.781
C -1.785 5.239 -1.956
C -7.142 2.323 -0.709
C 1.532 1.340 -3.555
C -3.088 7.009 -3.277
C -3.045 -1.340 0.161
C -1.754 6.631 -2.651
C 5.932 -1.931 2.095
C 0.318 5.395 1.870
C 3.589 1.922 -2.542
C 1.673 5.348 1.179
C 2.969 -2.128 6.220
C -7.322 2.932 0.668
C -3.696 4.172 -1.057
C 1.151 1.289 -6.038
C -1.923 -1.659 -3.735
C 4.069 -2.152 -5.388
C 1.633 -7.759 -1.131
C -0.662 -3.408 3.010
C -0.498 6.672 1.524
C -2.859 -2.963 2.105
C -3.010 -0.749 6.512
C 1.635 -1.413 5.808
C -0.417 2.392 -1.061
C 2.529 -4.630 4.597
C -2.773 1.723 2.987
C 5.106 -0.822 1.453
C -3.390 -4.825 -3.211
C -8.324 2.196 1.520
C -4.075 0.255 4.652
C 1.209 -4.267 -0.900
H 0.418 3.031 -1.098
H -1.118 2.914 -0.418
H 2.273 4.533 1.702
H -0.545 -3.541 -0.169
H 2.801 -4.351 -4.752
H -0.092 -2.131 -5.750
H 0.058 -6.089 -0.918
H 3.169 -4.421 -3.122
H -4.826 -0.508 4.762
H -1.650 7.320 -1.808
H 2.399 -5.280 3.718
H 5.005 -1.592 -5.767
H -3.089 0.033 7.247
H -5.369 -3.329 1.721
H 4.040 -1.147 1.506
H 0.475 -2.454 -0.768
H -0.822 -2.794 3.952
H 3.277 -1.437 -5.148
H -3.411 -3.621 0.190
H -6.370 2.892 1.164
H -0.591 7.291 -4.290
H 0.715 -2.827 -4.443
H -9.259 2.364 1.066
H -7.089 4.820 -0.047
H 1.822 -1.674 2.190
H -0.855 -4.414 3.233
H 2.670 -4.999 0.554
H 1.865 -0.593 -1.079
H 2.151 -0.110 2.744
H -1.617 6.497 1.520
H -4.301 -5.424 -3.179
H 1.750 -0.770 4.953
H -5.526 -0.491 -1.331
H 3.375 5.366 -0.897
H 4.352 2.320 4.460
H -3.132 2.710 3.217
H 0.408 -3.396 2.757
H -7.793 4.792 1.403
H -0.900 -3.488 -3.323
H -0.387 4.900 3.772
H -2.129 -0.922 0.560
H -4.337 1.087 5.245
H 1.895 0.297 -3.756
H -1.905 4.421 -2.688
H -2.665 -1.996 -3.027
H -2.461 -1.138 -4.524
H 3.105 2.145 -1.566
H -3.347 3.148 -1.161
H 6.359 0.608 2.497
H -0.827 4.948 -1.532
H 3.274 -5.083 5.250
H 6.190 -0.133 -0.260
H 2.603 -2.914 6.948
H 5.988 2.042 3.866
H 4.843 -1.569 6.978
H -5.099 1.002 1.604
H 6.980 -1.899 1.766
H 1.441 -7.846 -0.010
H -5.133 -1.851 1.825
H 0.099 1.283 1.600
H 3.781 -2.788 -6.221
H 1.513 1.816 0.638
H -2.079 -4.632 -5.364
H -0.214 6.785 0.497
H -3.005 8.031 -3.655
H 0.513 1.607 -6.875
H -0.880 2.277 -2.033
H 5.211 -3.721 -4.475
H 5.888 -1.870 3.200
H 3.035 -0.167 -0.066
H 1.594 -4.503 5.124
H 0.815 -8.300 -1.615
H -5.531 1.802 3.015
H 2.369 6.918 -0.962
H -0.221 0.915 -4.488
H 4.918 1.191 1.661
H 0.199 -0.821 0.505
H 7.168 -2.914 -3.959
H 5.572 -2.886 1.694
H -2.849 -1.345 -0.877
H -0.206 7.560 2.096
H 0.492 -0.592 2.827
H 5.525 1.095 5.276
H 0.756 3.559 -4.124
H -2.592 1.674 1.884
H 0.944 5.888 3.895
H 1.326 -0.715 6.521
H -3.978 -1.248 6.546
H -2.139 -1.289 6.797
H -6.461 0.413 -2.538
H 1.389 0.217 -6.014
H 3.668 -0.886 7.816
H 1.985 -3.836 -1.557
H 2.093 1.733 -6.181
H -0.347 3.261 -5.412
H -1.893 1.436 3.502
H 4.003 -1.676 4.324
H 4.582 -3.100 5.152
H 4.369 2.656 -2.592
H -4.368 4.260 -0.209
H -2.573 -3.084 -5.833
H 8.014 -1.570 -3.029
H 2.198 6.303 1.407
H -3.061 -4.340 -2.249
H -8.238 1.115 1.582
H -6.420 3.004 -1.198
H 7.324 -3.006 -2.213
H -3.013 -2.099 2.719
H -0.531 5.733 -3.937
H -3.517 -0.303 2.693
H 2.499 -8.421 -1.299
H 0.581 -5.496 -2.569
H -8.053 2.241 -1.240
H 2.152 -3.483 0.942
H -4.948 1.101 -1.845
H 1.027 1.367 -2.592
H 5.203 -1.402 -0.533
H -3.501 6.363 -4.047
H -0.145 4.533 1.403
H 1.135 -4.825 1.362
H -4.224 4.402 -1.997
H 4.127 0.955 -2.520
H -1.163 -1.141 -3.229
H 0.918 -2.165 5.570
H 4.858 -3.087 -2.161
H 2.038 5.552 -2.023
H -3.844 6.991 -2.452
H -3.738 -0.570 0.372
H 3.987 -1.523 -2.833
H -8.297 2.563 2.595
H -3.215 -3.871 2.568
H -2.612 -5.474 -3.542

***

23
Properties=species:S:1:pos:R:3 method="wB97M-V/def2-TZVPD" max_force_ev_per_a=4.163 e_tot_ev=-89380.110 total_charge=0 spin_multiplicity=1 orbital_gap_ev="6.55 / 7.25" homo_ha="-0.259 / -0.270"
Br -1.116 1.563 -0.152
S -0.573 -1.370 0.729
C 1.850 1.783 0.678
C 1.429 0.416 0.166
C -2.240 -1.476 0.724
C 2.100 -0.602 1.045
C -3.310 -1.088 -0.130
C 1.714 0.301 -1.346
C -3.451 -0.482 -1.376
C -0.034 0.154 0.388
H -2.484 -2.240 1.537
H 1.107 -0.683 -1.799
H -2.595 -0.110 -1.879
H 2.786 0.323 -1.659
H 1.619 -1.543 1.042
H 1.193 2.555 0.300
H 3.053 -0.795 0.700
H 2.781 2.073 0.345
H 1.686 1.825 1.870
H -4.237 -1.288 0.484
H -4.477 -0.246 -1.782
H 2.160 -0.130 1.984
H 1.041 1.061 -1.869